1.
26
Properties=species:S:1:pos:R:3:forces:R:3 method="wB97M-V/def2-TZVPD" de_lowest_kcal_mol=37.59 orbital_gap_ev=8.0 smiles="NC1=C[C@@H]2C=CC=C[C@@H]2S1.N#CC(N)=O" multiplicity=1 energy_ev=-27898.3527
N -0.015 0.787 2.496 5.584 1.181 -0.006
C -0.127 0.564 1.169 2.281 2.617 -0.637
C 0.768 1.016 0.265 -1.831 -0.662 -0.250
C 0.525 0.581 -1.195 -0.912 1.362 2.528
C 0.152 1.792 -2.008 -0.363 -3.889 0.696
C -0.924 1.792 -2.750 -1.285 2.765 -1.243
C -1.822 0.667 -2.954 -0.532 -0.406 0.043
C -1.580 -0.438 -2.252 -0.390 -1.178 1.550
C -0.598 -0.448 -1.076 0.636 -0.858 -1.684
S -1.444 -0.200 0.535 -2.820 -1.978 -1.189
H -0.666 0.999 3.130 -3.834 0.462 2.139
H 0.816 1.409 2.742 -1.382 -1.380 -0.691
H 1.503 1.710 0.544 1.174 0.670 0.238
H 1.467 0.131 -1.342 1.011 -0.714 -1.564
H 0.862 2.504 -2.008 1.897 2.882 0.046
H -1.145 2.793 -3.209 -0.048 -1.261 -0.001
H -2.693 0.761 -3.637 0.953 -0.196 0.335
H -2.131 -1.400 -2.267 -0.037 0.956 -0.587
H -0.089 -1.436 -1.040 -0.694 0.547 0.117
N 2.168 -1.646 -0.157 -0.251 -0.382 0.656
C 1.683 -1.652 0.890 0.182 -0.449 0.004
C 1.364 -1.779 2.355 1.727 1.250 0.327
N 0.154 -2.157 2.771 -1.690 -1.871 0.368
O 2.279 -1.467 3.113 -0.905 -0.700 -0.735
H -0.688 -2.326 2.141 1.923 0.343 1.127
H 0.180 -2.555 3.745 -0.394 0.889 -1.588

***

2.
23
Properties=species:S:1:pos:R:3:forces:R:3 method="wB97M-V/def2-TZVPD" de_lowest_kcal_mol=156.61 orbital_gap_ev=9.2 smiles=N[C@@H]1C[C@H]2O[C@@H]1c1ccccc12 multiplicity=1 energy_ev=-14079.7969
N 1.668 1.659 -0.844 3.721 1.924 -3.439
C 2.009 0.605 0.123 -0.402 -1.681 -1.523
C 1.887 -0.782 -0.621 -2.201 -1.145 -0.229
C 0.786 -1.522 0.230 1.057 -2.721 0.476
O 0.957 -1.070 1.707 0.506 -0.058 -5.446
C 0.853 0.336 1.166 1.201 1.846 7.658
C -0.555 0.386 0.689 -1.462 0.200 -1.504
C -1.770 1.319 0.932 2.553 -4.448 -3.380
C -2.865 0.858 0.163 -1.394 -0.944 -1.645
C -2.836 -0.455 -0.356 -1.467 2.613 -1.143
C -1.753 -1.246 -0.518 -0.340 -2.996 0.746
C -0.517 -0.911 -0.101 -1.251 5.065 3.310
H 2.184 2.669 -0.702 -1.567 -3.374 0.093
H 2.195 1.310 -1.867 -2.071 1.450 3.818
H 3.106 0.517 0.448 -1.848 0.865 0.504
H 1.476 -1.062 -1.655 0.407 1.892 0.842
H 2.860 -1.181 -0.692 1.046 -1.165 0.623
H 0.770 -2.650 0.021 0.216 1.461 0.874
H 0.979 0.702 2.325 -0.076 0.891 -3.141
H -1.769 2.247 1.418 0.473 0.972 0.732
H -3.852 1.269 -0.360 2.155 0.491 2.489
H -3.728 -0.730 -0.930 0.144 -0.282 0.587
H -2.086 -2.266 -0.574 0.599 -0.857 -1.302

***

3.
23
Properties=species:S:1:pos:R:3:forces:R:3 method="wB97M-V/def2-TZVPD" de_lowest_kcal_mol=0.00 orbital_gap_ev="7.6 / 8.2" multiplicity=3 energy_ev=-14078.8293
C -1.726 1.658 -2.330 1.496 1.255 0.383
C -1.019 2.323 -1.330 -0.345 0.086 1.908
C -1.223 0.493 -2.789 1.054 -2.658 0.387
C -0.060 1.688 -0.566 -0.014 -0.843 -1.834
C -0.133 -0.195 -2.100 -1.650 1.265 -1.624
C 0.451 0.434 -0.989 -0.345 -0.789 -2.168
C 0.552 -1.106 1.614 1.865 2.108 1.695
C 1.727 -0.294 0.946 1.735 -0.690 1.813
C 0.406 -2.450 0.954 -0.108 -0.808 -1.478
C 1.563 -0.258 -0.479 -0.882 0.886 0.550
N -1.045 -2.375 0.750 -2.354 -1.738 -1.096
O -1.508 -2.700 -0.329 1.426 0.515 1.396
H -2.486 2.152 -2.874 -0.785 0.415 -0.318
H -1.288 3.313 -0.987 -0.270 0.105 -0.222
H -1.778 0.132 -3.650 0.572 -0.760 0.027
H 0.421 2.150 0.234 0.554 0.994 1.196
H 0.319 -1.151 -2.425 -0.655 0.705 -0.049
H 0.748 -1.189 2.728 -0.060 -0.080 -1.232
H -0.361 -0.462 1.587 0.522 -0.788 -0.442
H 1.752 0.771 1.281 -0.039 -0.667 0.215
H 2.715 -0.752 1.239 -0.862 0.443 -0.090
H 0.891 -2.553 -0.105 -0.449 0.099 2.035
H 0.651 -3.306 1.661 -0.406 0.946 -1.052

***

4.
26
Properties=species:S:1:pos:R:3:forces:R:3 method="wB97M-V/def2-TZVPD" de_lowest_kcal_mol=181.67 orbital_gap_ev=8.2 multiplicity=1 energy_ev=-29009.3625
C 1.203 4.262 -1.295 -0.176 0.409 -0.792
C 0.339 3.152 -1.506 1.612 -0.430 1.747
C 2.218 4.033 -0.425 0.452 -0.392 -0.306
C 0.817 2.156 -0.763 -0.715 -4.870 0.576
C -1.406 0.371 0.040 1.851 -1.947 -0.424
C -2.064 -0.830 0.651 0.928 1.840 1.566
C -1.136 -1.762 1.443 -1.927 -2.264 -0.355
C 0.190 -1.973 0.652 0.254 -1.199 3.639
C 0.937 -0.729 0.288 -1.163 0.761 0.797
C 0.007 0.024 -0.562 0.435 5.667 0.922
N 0.046 -0.240 -1.943 1.731 -0.639 -2.306
O 1.142 -0.628 -2.403 -1.613 0.280 0.414
O -1.870 1.453 0.010 -0.674 1.531 -0.080
O -0.943 -0.029 -2.623 -0.076 -0.107 0.248
S 2.275 2.363 0.072 -0.563 0.812 0.078
H 1.079 5.113 -1.945 0.127 0.598 0.484
H -0.587 3.047 -1.930 -1.926 0.315 -1.462
H 3.023 4.682 -0.147 0.160 0.230 -0.026
H -2.889 -0.400 1.197 -0.467 -0.333 0.385
H -2.422 -1.348 -0.177 -0.869 -1.160 -1.538
H -1.062 -1.622 2.539 0.385 0.788 -0.748
H -1.848 -2.715 1.441 2.071 1.224 -0.042
H 0.901 -2.555 1.306 -0.822 0.088 -0.713
H -0.036 -2.551 -0.204 -0.040 -0.635 -1.075
H 1.286 -0.109 1.119 -0.528 -0.192 0.315
H 1.808 -0.997 -0.206 1.553 -0.374 -1.306

***

5.
24
Properties=species:S:1:pos:R:3:forces:R:3 method="wB97M-V/def2-TZVPD" de_lowest_kcal_mol=142.41 orbital_gap_ev="7.5 / 7.4" multiplicity=1 energy_ev=-24915.3968
C -1.915 -2.443 0.403 -1.273 0.489 0.379
C 1.747 0.235 -1.044 -2.522 -0.529 -0.495
C 1.471 0.271 1.322 2.040 0.416 2.219
C 0.300 0.321 -1.178 2.582 0.891 3.060
C 0.115 0.493 1.247 0.087 0.917 0.966
C 2.332 0.182 0.198 -0.580 -0.771 0.342
C -0.424 0.592 -0.035 -1.445 -0.685 1.220
C -2.575 2.007 -1.077 2.078 -1.799 1.856
C 3.820 -0.049 0.304 1.145 1.189 1.510
C -2.950 -1.832 -0.305 1.466 0.271 -0.067
N -1.229 -2.895 1.205 1.172 -0.561 0.474
O -2.644 0.958 1.490 -0.260 0.030 -0.436
S -2.290 0.773 0.077 1.316 0.122 -0.694
H 2.369 0.065 -1.900 0.032 0.047 -0.497
H 1.971 0.278 2.378 -0.980 -0.225 -2.031
H -0.271 0.259 -2.017 -0.760 -0.220 -2.885
H -0.485 0.724 2.194 0.814 -0.624 -1.699
H -3.579 2.114 -1.303 -1.741 0.605 -0.772
H -1.782 1.768 -1.773 -0.331 0.597 -0.781
H 4.169 -0.800 1.062 -0.789 0.814 -0.291
H 4.360 -0.360 -0.580 -0.516 0.005 -0.681
H 4.281 0.959 0.568 -0.314 -1.251 -0.050
H -3.901 -1.746 0.108 -1.266 0.121 0.901
H -2.889 -1.876 -1.345 0.045 0.151 -1.549

***

6.
23
Properties=species:S:1:pos:R:3:forces:R:3 method="wB97M-V/def2-TZVPD" de_lowest_kcal_mol=22.62 orbital_gap_ev=9.1 smiles="Cc1ccc2ccsc2n1.C=C" multiplicity=1 energy_ev=-22871.5387
C 2.405 1.538 1.486 -1.052 -0.026 -1.224
C 1.588 0.495 0.795 1.406 -1.973 0.896
C 1.804 0.138 -0.532 -0.934 0.350 -1.469
C 1.044 -0.839 -1.132 -2.455 -1.383 1.075
C 0.034 -1.509 -0.346 1.436 2.177 1.608
C -1.116 -2.278 -0.631 0.647 0.900 2.327
C -1.976 -2.376 0.392 -0.557 0.620 1.079
S -1.507 -1.481 1.827 0.285 -0.824 -1.025
C -0.049 -1.038 0.998 -0.285 -0.281 -0.430
N 0.735 -0.175 1.590 1.093 1.559 -0.490
H 3.393 1.795 1.139 0.224 -0.395 -0.228
H 1.760 2.367 1.319 -0.237 1.572 0.230
H 2.330 1.291 2.497 0.391 -0.085 1.722
H 2.288 0.807 -1.234 0.672 -0.034 0.411
H 0.924 -0.999 -2.193 0.773 0.087 -0.267
H -1.136 -2.720 -1.520 -0.936 -1.981 -3.624
H -2.961 -2.784 0.477 -0.184 -0.569 -0.494
C -1.087 1.646 -0.653 2.780 0.189 3.079
C -2.144 0.954 -0.986 -1.746 0.143 -3.361
H -0.598 1.620 0.423 -1.829 0.133 -1.868
H -0.340 2.163 -1.258 -0.773 -0.256 -0.697
H -2.888 0.500 -0.359 0.364 -0.261 0.726
H -2.503 0.885 -2.101 0.919 0.337 2.022